Entry 1:
# C4H4O3

C4H4O3 in the gas phase (ωB97M-V/def2-TZVPD, the OMol25 dataset).

Geometry as ORCA input:
```
! wB97M-V def2-TZVPD RIJCOSX def2/J DEFGRID3
* xyz 0 1
C 0.399 0.919 1.354
C 0.403 -0.195 0.309
O 1.145 -0.990 -0.036
C -0.868 -0.579 -0.322
O -1.623 -1.150 0.449
C -0.403 -0.663 -1.903
O -0.883 -0.158 -2.919
H -0.331 1.705 1.216
H 1.232 1.617 1.322
H 0.275 0.528 2.335
H 0.655 -1.033 -1.805
*
```

Results
Structure (SMILES): CC(=O)C(=O)C=O
DFT total energy, a.u.: -380.42398
Highest occupied orbital energy, Ha: -0.336
Energy relative to the best compared isomer or geometry (same formula, charge and spin), kcal per mole: 77.22

***

Entry 2:
# C4H4O3

C4H4O3 in the gas phase (ωB97M-V/def2-TZVPD, the OMol25 dataset).

Geometry as ORCA input:
```
! wB97M-V def2-TZVPD RIJCOSX def2/J DEFGRID3
* xyz 0 1
C -1.771 0.073 -0.791
C -0.510 -0.064 -0.055
O 0.498 -0.500 -0.781
C 1.210 0.134 1.389
O 0.945 0.134 2.547
C 1.612 -0.398 0.097
O 1.848 0.964 0.494
H -2.553 -0.359 -0.157
H -1.794 -0.325 -1.809
H -1.967 1.156 -0.789
H 2.471 -0.991 -0.206
*
```

Results
DFT total energy, a.u.: -380.38141
Highest occupied orbital energy, Ha: -0.338
Energy relative to the best compared isomer or geometry (same formula, charge and spin), kcal per mole: 103.93

***

Entry 3:
# C4H4O3

C4H4O3 in the gas phase (ωB97M-V/def2-TZVPD, the OMol25 dataset).

Geometry as ORCA input:
```
! wB97M-V def2-TZVPD RIJCOSX def2/J DEFGRID3
* xyz 0 1
C -1.140 0.469 0.410
C -0.925 -0.111 -0.788
C 0.803 -0.014 -1.033
C -0.462 0.348 1.742
O 1.649 0.272 -0.259
O -1.414 -0.542 -1.775
O 0.939 -0.622 -2.181
H 0.360 0.979 1.958
H -0.429 -0.736 1.990
H -1.197 0.812 2.380
H 1.815 -0.856 -2.443
*
```

Results
DFT total energy, a.u.: -380.37506
Highest occupied orbital energy (spin up / spin down), Ha: -0.323 / -0.331
Energy relative to the best compared isomer or geometry (same formula, charge and spin), kcal per mole: 107.91

***

Entry 4:
# C4H4O3

C4H4O3 in the gas phase (ωB97M-V/def2-TZVPD, the OMol25 dataset).

Geometry as ORCA input:
```
! wB97M-V def2-TZVPD RIJCOSX def2/J DEFGRID3
* xyz 0 1
O -1.020 1.180 0.716
C -0.309 1.023 -0.497
C -0.846 -0.111 0.194
C -0.563 -1.383 0.793
O -1.751 -1.107 -0.027
C 1.867 0.333 -0.852
O 1.086 1.294 -0.422
H -0.752 1.523 -1.353
H 0.208 -1.999 0.336
H -0.800 -1.546 1.843
H 2.880 0.792 -0.730
*
```

Results
DFT total energy, a.u.: -380.32749
Highest occupied orbital energy, Ha: -0.340
Energy relative to the best compared isomer or geometry (same formula, charge and spin), kcal per mole: 137.76

***

Entry 5:
# C4H4O3

A molecular structure, C4H4O3 (ωB97M-V/def2-TZVPD, the OMol25 dataset).

Geometry as ORCA input:
```
! wB97M-V def2-TZVPD RIJCOSX def2/J DEFGRID3
* xyz 0 1
C -1.005 -0.543 -0.120
C 0.580 0.596 -0.242
C 0.892 -0.809 -0.127
C 0.758 1.838 0.094
O -1.320 -1.448 0.808
O -1.811 -0.126 -0.906
O 1.702 -1.297 0.676
H -2.237 -1.737 0.665
H 0.809 -1.242 -1.161
H -0.066 2.441 0.461
H 1.697 2.328 -0.147
*
```

Results
DFT total energy, a.u.: -380.37343
Highest occupied orbital energy, Ha: -0.346
Energy relative to the best compared isomer or geometry (same formula, charge and spin), kcal per mole: 108.94

***

Entry 6:
# C4H4O3S

C4H4O3S in the gas phase (ωB97M-V/def2-TZVPD, the OMol25 dataset).

Geometry as ORCA input:
```
! wB97M-V def2-TZVPD RIJCOSX def2/J DEFGRID3
* xyz 0 1
C 0.168 1.422 0.550
C 0.209 0.207 0.077
C -1.114 -0.524 -0.282
O -1.317 -1.716 -0.220
O -2.236 0.194 -0.755
C 1.464 -0.523 0.013
O 1.366 -1.752 0.387
S 2.905 -0.070 -0.685
H 1.104 1.976 1.072
H -0.880 1.826 0.600
H -2.091 1.125 -1.151
H 0.421 -2.163 0.395
*
```

Results
Structure (SMILES): C=C(C(=O)O)C(O)=S
DFT total energy, a.u.: -778.67595
Highest occupied orbital energy, Ha: -0.325
Energy relative to the best compared isomer or geometry (same formula, charge and spin), kcal per mole: 42.86